No. 1
# C6H9N

C6H9N in the gas phase (ωB97M-V with the def2-TZVPD basis set, the Open Molecules 2025 dataset).

Cartesian coordinates (Å):
C1 1.64293 -1.78746 0.70340
C2 0.57209 -1.06503 -0.04403
C3 -0.76665 -1.35421 -0.18458
N1 -1.43013 -0.16284 -0.40761
C4 -0.53091 0.87440 -0.44600
C5 -0.90037 2.31938 -0.35568
C6 0.71149 0.32687 -0.30414
H1 1.36188 -2.80520 0.97758
H2 1.78301 -1.21978 1.63637
H3 2.60643 -1.78165 0.18558
H4 -1.33046 -2.27965 -0.10544
H5 -2.42962 -0.04990 -0.44466
H6 -1.49763 2.49300 0.54919
H7 0.02029 2.90406 -0.25139
H8 -1.45656 2.71084 -1.21272
H9 1.64422 0.87716 -0.29587

Forces on the atoms, in the same order (eV/Å):
0.13 -0.16 0.06
-0.35 0.20 -0.02
0.04 0.01 0.31
-0.01 0.22 -0.14
0.01 0.03 -0.02
-0.07 0.09 -0.08
0.04 0.15 0.23
0.10 0.00 -0.14
0.09 -0.33 -0.15
-0.12 -0.16 -0.02
0.27 0.24 0.11
0.14 -0.10 -0.09
0.06 0.03 -0.18
-0.22 -0.10 -0.08
0.02 -0.11 0.04
-0.14 -0.01 0.16

**ΔE to the lowest compared entry with this formula, charge and spin**: 9.7 kcal per mole
**E_LUMO**: 0.0387 Eh
**Highest occupied orbital energy**: -7.81 eV
**Structure (SMILES)**: Cc1c[nH]c(C)c1
**Max |F|**: 0.404 eV Å⁻¹

Löwdin atomic charge list, values in e, 6 entries:
1. C -0.07
2. C -0.30
3. C -0.08
4. N 0.05
5. C -0.33
6. C -0.04

No. 2
# C6H9N

C6H9N in the gas phase at a distorted geometry (ωB97M-V with the def2-TZVPD basis set, the Open Molecules 2025 dataset).

Cartesian coordinates (Å):
C1 0.49998 -1.93007 -1.83992
C2 0.82132 -0.49638 -1.41490
C3 0.19200 -0.10000 -0.10270
C4 -1.18610 0.09405 0.17602
C5 -1.28478 0.87942 1.30561
N1 -0.02158 1.26058 1.65425
C6 0.87354 0.73795 0.76858
H1 1.08239 -2.27501 -2.69084
H2 -0.55326 -2.05630 -2.07308
H3 0.77392 -2.61018 -1.03803
H4 0.59086 0.20385 -2.21308
H5 1.89881 -0.42769 -1.27169
H6 -2.11802 -0.17455 -0.30587
H7 -2.10850 1.05748 1.97149
H8 0.18566 1.89350 2.40471
H9 1.92658 0.67395 0.97626

Forces on the atoms, in the same order (eV/Å):
0.18 -0.03 0.10
0.34 -1.10 0.37
-0.07 2.07 -1.31
-0.95 0.21 0.91
0.51 -0.33 -0.13
-0.04 0.06 0.21
-0.15 -1.47 0.49
0.01 0.26 -0.30
-0.15 -0.07 0.03
-0.20 -0.10 0.24
-0.28 0.17 0.00
0.19 0.05 -0.06
0.48 -0.60 -0.34
-0.23 0.38 -0.21
0.14 -0.15 0.09
0.21 0.65 -0.10

**ΔE to the lowest compared entry with this formula, charge and spin**: 15.8 kcal per mole
**E_LUMO**: 0.0382 Eh
**Highest occupied orbital energy**: -8.14 eV
**Structure (SMILES)**: CCc1cc[nH]c1
**Max |F|**: 2.453 eV Å⁻¹

Löwdin atomic charge list, values in e, 6 entries:
1. C -0.11
2. C -0.22
3. C -0.25
4. C -0.06
5. C -0.13
6. N 0.00

No. 3
# C6H9N

A molecular structure, C6H9N at a distorted geometry (ωB97M-V with the def2-TZVPD basis set, the Open Molecules 2025 dataset).

Cartesian coordinates (Å):
C1 0.25506 0.99329 -1.54910
C2 -0.29828 0.40146 0.21828
C3 -0.81304 -0.43529 1.27704
C4 0.54476 -1.27469 1.28741
C5 1.30499 -1.13448 0.25873
C6 0.50667 -0.15239 -0.70847
H1 -0.06948 0.68037 -2.67033
H2 0.88960 2.02139 -1.65527
H3 -1.81572 1.77346 -0.70011
H4 0.28941 1.21184 0.65390
H5 -0.99288 -0.08604 2.21438
H6 -1.72889 -0.98453 0.91777
H7 0.88178 -1.45449 2.43806
H8 2.40716 -1.55934 0.13727
H9 -0.16720 -0.85210 -1.29174
N1 -1.19394 0.85154 -0.82780

Forces on the atoms, in the same order (eV/Å):
-1.85 3.06 -6.61
-5.49 4.81 4.31
1.28 -4.17 -2.31
-1.73 0.05 6.70
4.57 0.71 -3.21
3.33 -7.96 -2.01
1.57 0.96 2.23
-1.69 -2.37 1.13
2.17 -2.23 -0.04
-0.02 0.59 0.41
-0.48 1.49 2.49
1.03 0.09 0.31
-0.47 -0.81 -3.17
-2.61 1.04 0.29
0.85 -0.10 0.68
-0.45 4.85 -1.21

**ΔE to the lowest compared entry with this formula, charge and spin**: 155.1 kcal per mole
**E_LUMO**: 0.0436 Eh
**Highest occupied orbital energy**: -9.11 eV
**Max |F|**: 8.862 eV Å⁻¹

Löwdin atomic charge list, values in e, 6 entries:
1. C -0.12
2. C -0.59
3. C -0.08
4. C -0.11
5. C -0.04
6. C -0.34

No. 4
# C6H9N

C6H9N in the gas phase at a distorted geometry (ωB97M-V with the def2-TZVPD basis set, the Open Molecules 2025 dataset).

Cartesian coordinates (Å):
C1 1.49878 -0.58350 0.94410
C2 0.27339 -0.07547 0.20668
C3 0.45459 0.88920 -0.93659
C4 -0.29697 1.31990 0.29259
C5 -2.28769 -0.32223 0.10476
N1 -1.79220 -0.84949 -0.98411
C6 -0.90324 -1.02905 0.10557
H1 1.26547 -0.87073 1.97468
H2 2.28973 0.17367 0.97815
H3 1.92425 -1.46751 0.44686
H4 1.46006 1.28504 -1.06864
H5 -0.05095 0.73479 -1.88862
H6 0.10421 2.07241 0.95625
H7 -1.42051 1.31465 0.29019
H8 -1.69154 -0.56375 -1.94862
H9 -0.82739 -2.02791 0.52677

Forces on the atoms, in the same order (eV/Å):
-0.08 0.08 0.07
-0.18 0.04 0.16
-0.03 -0.02 -0.10
-0.14 0.23 0.28
-0.31 -0.73 -0.44
-0.12 0.14 0.17
0.22 -0.19 0.10
-0.03 0.06 -0.09
-0.20 -0.04 0.00
-0.19 0.19 0.02
-0.20 -0.07 0.11
-0.04 0.09 0.21
0.24 -0.02 -0.04
1.19 0.43 -0.19
-0.32 -0.25 -0.02
0.19 0.05 -0.23

**ΔE to the lowest compared entry with this formula, charge and spin**: 106.5 kcal per mole
**E_LUMO**: 0.0359 Eh
**Highest occupied orbital energy**: -8.67 eV
**Max |F|**: 1.281 eV Å⁻¹

Löwdin atomic charge list, values in e, 6 entries:
1. C -0.04
2. C -0.45
3. C -0.09
4. C -0.10
5. C 0.06
6. N 0.01

No. 5
# C6H9N

C6H9N in the gas phase (ωB97M-V with the def2-TZVPD basis set, the Open Molecules 2025 dataset).

Cartesian coordinates (Å):
C1 -1.01463 -1.76011 0.32837
C2 0.06955 -0.74048 0.10144
C3 1.48475 -0.96160 0.05428
C4 2.10218 0.24165 -0.15620
N1 1.11858 1.18964 -0.22960
C5 -0.11354 0.60991 -0.08018
C6 -1.29389 1.51691 -0.13517
H1 -0.76202 -2.74326 -0.08106
H2 -1.95943 -1.46165 -0.13826
H3 -1.22730 -1.91002 1.39169
H4 1.98311 -1.91390 0.17060
H5 3.14985 0.50147 -0.23003
H6 1.24100 2.12606 -0.56068
H7 -2.23771 0.97129 -0.13273
H8 -1.21528 2.14172 -1.02614
H9 -1.32520 2.19236 0.72368

Forces on the atoms, in the same order (eV/Å):
-0.07 -0.04 0.05
-0.09 0.11 -0.02
-0.02 -0.18 0.07
0.04 -0.17 0.02
0.17 -0.13 -0.03
0.04 0.09 -0.03
-0.15 -0.11 0.14
0.12 0.18 0.00
0.16 0.05 0.02
0.08 0.04 -0.04
-0.04 0.08 0.01
-0.20 -0.06 -0.06
0.12 0.19 0.11
0.09 0.01 -0.20
-0.30 -0.01 -0.09
0.06 -0.04 0.05

**ΔE to the lowest compared entry with this formula, charge and spin**: 2.8 kcal per mole
**E_LUMO**: 0.0388 Eh
**Highest occupied orbital energy**: -7.83 eV
**Structure (SMILES)**: Cc1cc[nH]c1C
**Max |F|**: 0.309 eV Å⁻¹

Löwdin atomic charge list, values in e, 6 entries:
1. C -0.06
2. C -0.25
3. C -0.06
4. C -0.13
5. N 0.04
6. C -0.30

No. 6
# C6H9N

A molecular structure, C6H9N (ωB97M-V with the def2-TZVPD basis set, the Open Molecules 2025 dataset).

Cartesian coordinates (Å):
C1 -1.02924 0.90598 -1.72129
C2 -0.71221 -0.17876 -0.75186
C3 -0.48932 -0.15393 0.74757
C4 -0.29004 -1.66981 0.46801
N1 -0.51419 -1.42656 -0.98101
C5 1.94707 0.44074 0.81589
C6 0.69512 0.65502 1.21191
H1 -2.07309 1.22313 -1.61786
H2 -0.87196 0.55499 -2.74349
H3 -0.39742 1.78060 -1.53506
H4 -1.38300 0.08144 1.33695
H5 0.70745 -2.05977 0.69128
H6 -1.04562 -2.33275 0.90243
H7 2.19992 -0.36241 0.12626
H8 2.76913 1.05871 1.16343
H9 0.48742 1.48338 1.88683

Forces on the atoms, in the same order (eV/Å):
0.00 -0.01 -0.05
-0.02 -0.03 -0.27
-0.02 0.01 0.06
0.09 -0.28 0.23
-0.09 0.37 0.07
-0.14 0.02 0.05
0.17 0.01 -0.04
0.12 -0.04 0.03
-0.02 0.02 0.11
-0.05 -0.11 -0.01
0.15 -0.03 -0.11
-0.14 0.07 -0.03
0.11 0.10 -0.04
-0.05 0.08 0.08
-0.14 -0.05 -0.03
0.04 -0.11 -0.05

**ΔE to the lowest compared entry with this formula, charge and spin**: 46.0 kcal per mole
**E_LUMO**: 0.0402 Eh
**Highest occupied orbital energy**: -9.54 eV
**Max |F|**: 0.383 eV Å⁻¹

Löwdin atomic charge list, values in e, 6 entries:
1. C -0.02
2. C -0.36
3. C -0.24
4. C -0.16
5. N 0.12
6. C 0.01

- What is the E_LUMO in the second record?
  0.0382 Eh